Below is a molecular structure, C16H48ClO12Y, with properties calculated with ωB97M-V with the def2-TZVPD basis set.

## Properties
energy above the lowest of the compared OMol25 structures with the same formula, charge and spin = 52.7 kcal/mol
F_max = 0.10599 hartree/bohr
total charge = +2
total energy = -55481.2124 eV

Last column: Löwdin charge in e.
Cartesian coordinates (Å):
Y (3.49734, 0.28386, 1.29198)  2.10
Cl (-0.32534, -0.54172, 0.49841)  0.70
O (0.08672, -1.33007, -0.63270)  -0.31
O (-1.02283, -1.27494, 1.48106)  -0.27
O (0.98056, -0.18186, 1.08700)  -0.48
O (-1.04834, 0.64264, 0.15721)  -0.26
C (-3.45422, 3.89493, -0.04744)  -0.05
C (-1.94053, 4.14295, 0.03668)  -0.34
O (-1.61547, 5.46732, -0.39256)  -0.07
H (-3.63337, 2.85482, 0.22981)  0.08
H (-3.69208, 4.03565, -1.09999)  0.07
H (-3.98542, 4.51732, 0.66438)  0.09
H (-1.32642, 3.39606, -0.47484)  0.07
H (-1.59175, 4.11251, 1.07247)  0.10
H (-1.88808, 5.51687, -1.31728)  0.08
C (1.08219, 3.86259, 0.95975)  -0.05
C (2.54806, 3.46022, 0.81652)  -0.19
O (2.51079, 2.10663, 0.18138)  -0.25
H (1.00410, 4.79504, 1.51978)  0.11
H (0.39144, 3.10057, 1.31163)  0.09
H (0.73264, 4.11461, -0.04011)  0.06
H (3.10678, 3.30831, 1.74865)  0.11
H (3.06848, 4.17382, 0.18258)  0.12
H (1.90515, 2.19981, -0.61086)  0.09
C (-2.06536, -0.03785, -3.44563)  -0.06
C (-2.10625, 1.41026, -3.87813)  -0.29
O (-3.08239, 2.11583, -3.06602)  -0.08
H (-1.79498, -0.05808, -2.38833)  0.05
H (-1.32784, -0.57160, -4.04555)  0.08
H (-3.04563, -0.48673, -3.58484)  0.09
H (-2.47791, 1.51434, -4.90136)  0.12
H (-1.14633, 1.92593, -3.79709)  0.07
H (-2.85356, 3.04748, -3.13218)  0.07
C (2.63461, -0.16247, -3.14939)  -0.04
C (3.68894, -0.42152, -2.10207)  -0.21
O (3.02631, -0.57254, -0.78291)  -0.23
H (3.17222, 0.07620, -4.07032)  0.11
H (1.92355, 0.62581, -2.90462)  0.07
H (2.05550, -1.06489, -3.36151)  0.10
H (4.43938, 0.35921, -1.93734)  0.12
H (4.28704, -1.27431, -2.43582)  0.13
H (2.31583, -1.22453, -0.98414)  0.11
C (-0.81900, -5.43208, -0.39097)  -0.06
C (-1.65231, -5.15538, 0.87320)  -0.32
O (-2.63453, -4.16073, 0.64857)  -0.07
H (-0.43345, -4.47177, -0.73276)  0.06
H (-1.46565, -5.90141, -1.12827)  0.08
H (-0.00925, -6.12235, -0.14980)  0.07
H (-1.04774, -4.78464, 1.71429)  0.07
H (-2.11760, -6.04746, 1.29989)  0.12
H (-2.17905, -3.34766, 0.87597)  0.04
C (1.60038, -3.78668, 2.36526)  -0.05
C (2.13921, -2.57006, 3.09787)  -0.23
O (3.22665, -1.94215, 2.34898)  -0.20
H (1.15204, -3.33644, 1.46616)  0.07
H (0.73698, -4.29055, 2.78817)  0.08
H (2.41801, -4.45900, 2.10173)  0.09
H (2.54458, -2.94859, 4.03970)  0.14
H (1.31414, -1.87204, 3.22077)  0.11
H (3.98283, -2.53533, 2.49702)  0.12
C (2.31073, 3.89852, -2.90972)  -0.07
C (0.86318, 3.53620, -2.97730)  -0.24
O (0.66497, 2.52421, -1.93600)  -0.15
H (2.98146, 3.03616, -2.90247)  0.07
H (2.61195, 4.38784, -1.97379)  0.07
H (2.57307, 4.61250, -3.68987)  0.10
H (0.72188, 2.98926, -3.91456)  0.11
H (0.12294, 4.33332, -2.95779)  0.13
H (-0.25244, 2.21284, -1.97207)  0.07
C (-3.15494, -3.28223, 5.55713)  -0.08
C (-2.12542, -3.74329, 4.52516)  -0.29
O (-1.22430, -2.66945, 4.19308)  -0.10
H (-3.38527, -4.15947, 6.16368)  0.08
H (-4.05393, -2.83361, 5.14064)  0.07
H (-2.72752, -2.52495, 6.21618)  0.07
H (-2.68610, -4.07163, 3.64511)  0.10
H (-1.55042, -4.60010, 4.87385)  0.11
H (-1.47958, -2.34027, 3.32671)  0.03